This record from OMol25 describes C42H31CaN7O8STe as an isolated structure. The level of theory is ωB97M-V with the def2-TZVPD basis set.

```
91
Properties=species:S:1:pos:R:3:forces:R:3:mulliken_spin:R:1
Te 1.25257 0.99029 -0.09439 -0.03 -0.32 0.04 0.003
Ca -1.24390 -1.92514 0.30544 -0.08 -0.07 0.07 -0.024
S -3.97880 -5.40796 6.89624 0.03 0.04 -0.08 0.061
O -5.02921 4.25069 -3.41095 0.00 0.02 -0.01 0.000
O -1.73516 0.25643 0.04130 -0.12 0.12 0.08 0.011
O -2.82168 4.01447 0.82709 -0.08 -0.03 0.16 0.000
O -5.42684 2.42630 -4.47918 -0.01 0.00 -0.02 0.000
O -1.08111 2.76362 0.83805 -0.04 -0.11 0.26 0.000
O -4.12750 -1.82400 -2.66413 0.02 -0.04 -0.04 0.000
O 1.02337 -2.15033 0.12269 0.15 0.69 -0.01 -0.004
O -2.09788 -1.91149 -1.72707 -0.12 -0.14 0.00 -0.002
N -2.20017 3.04591 0.42900 0.10 0.12 -0.50 0.000
N 2.59438 -0.45485 -0.23129 -0.03 -0.04 0.01 0.001
N -2.83751 -3.49280 1.22069 -0.03 -0.11 0.08 0.132
N -4.31817 -5.69076 5.32689 -0.03 -0.05 0.07 0.027
N -2.98802 -4.12565 6.71618 -0.03 -0.04 0.09 0.023
N -4.92422 3.04181 -3.55615 0.02 -0.05 0.06 0.000
N -1.39017 -1.76204 2.74465 0.00 -0.08 0.12 0.148
C 5.36100 -4.54458 0.54903 0.00 -0.03 0.00 0.000
C -3.66806 -4.79116 4.61914 0.06 0.08 0.01 -0.008
C -2.12342 -2.74653 3.38324 0.02 0.07 -0.05 0.161
C -2.51105 0.86237 -0.76517 0.04 -0.29 -0.22 0.000
C -2.12057 -2.81818 4.81410 -0.03 -0.05 0.01 0.056
C -2.77319 2.26425 -0.65860 -0.02 0.22 0.29 0.002
C -0.02119 2.19270 -2.64431 0.02 0.00 0.01 -0.001
C 4.03959 -4.90887 0.76581 0.00 -0.02 0.01 0.000
C -4.14771 2.29656 -2.57730 -0.10 0.08 -0.13 0.000
C 3.47612 4.67205 0.33810 0.02 -0.02 0.02 0.000
C 4.65232 -2.31680 -0.01114 0.03 -0.01 0.00 0.000
C -4.00925 0.91175 -2.70101 0.07 0.04 0.09 0.000
C 4.27738 3.71300 -1.68762 0.02 -0.05 0.00 0.000
C 3.32576 -2.67965 0.19990 -0.01 -0.02 -0.04 0.001
C -3.60426 -4.27723 0.47368 -0.03 -0.02 -0.08 -0.081
C 2.20247 -1.68761 0.02316 -0.09 -0.18 0.02 -0.001
C 0.47823 1.03140 -2.05375 -0.01 -0.13 0.01 0.001
C -3.16851 -1.31553 -2.09556 0.16 0.13 0.06 0.000
C 2.65549 2.53468 -0.37822 -0.01 0.09 0.02 0.000
C -3.57454 2.97641 -1.53185 0.05 -0.12 0.01 0.000
C -4.45324 -5.46764 2.35750 -0.04 -0.05 -0.04 -0.025
C 1.80744 3.59959 1.81146 -0.06 0.04 0.07 0.000
C -0.15382 -0.30109 -3.94520 -0.01 0.01 0.03 0.000
C 5.66582 -3.24775 0.15892 -0.03 0.04 0.00 0.000
C 4.28581 4.76445 -0.78419 -0.01 -0.01 0.02 0.000
C -4.43305 -5.27383 0.97376 0.04 0.04 0.06 0.187
C 3.47486 2.58858 -1.51394 0.00 0.07 0.02 0.000
C -0.70913 -0.87909 4.87943 -0.05 -0.07 -0.05 0.186
C 0.41906 -0.20272 -2.68735 -0.05 0.07 -0.06 0.000
C 5.15315 5.97286 -1.00412 0.01 0.03 0.00 0.000
C -2.87698 -3.63869 2.59459 0.01 0.00 -0.11 0.160
C 2.65555 3.57246 0.56566 0.08 0.02 -0.07 0.000
C -1.41545 -1.89005 5.54161 0.02 0.05 0.04 -0.003
C -0.74240 -0.88168 3.49160 0.08 0.08 0.02 -0.072
C -2.89612 -3.88298 5.42626 -0.03 -0.03 -0.10 -0.010
C 0.04514 3.55377 -2.00458 0.05 0.05 0.02 0.000
C -3.22830 0.19696 -1.83015 0.00 -0.03 -0.08 -0.002
C -0.65158 0.83898 -4.55633 -0.03 -0.03 -0.02 0.000
C -0.57908 2.06512 -3.91476 -0.03 0.01 0.04 0.000
C -3.68789 -4.66682 3.17341 0.03 0.04 0.06 0.068
C 3.52507 1.52814 -2.58183 0.01 -0.02 -0.02 0.000
C 3.02455 -3.98104 0.58849 0.02 0.04 -0.03 -0.001
H -4.52357 0.37482 -3.48474 -0.01 0.01 -0.01 0.000
H 4.54158 1.45230 -2.96990 0.00 0.01 -0.01 0.000
H -3.72739 4.03598 -1.40260 0.00 0.01 0.01 0.000
H 3.22907 0.54888 -2.21666 0.04 0.01 0.01 0.000
H -0.79875 4.16017 -2.33447 0.01 0.02 -0.01 0.000
H -1.42541 -1.95100 6.62300 -0.01 -0.01 0.00 -0.007
H 4.87159 -1.29988 -0.30577 0.01 0.00 0.00 0.000
H 0.96722 4.07338 -2.27964 0.00 -0.01 -0.03 0.000
H 1.99029 -4.24974 0.75088 0.00 0.00 0.00 0.002
H -3.55792 -4.09032 -0.59651 0.01 0.01 0.00 -0.002
H -0.98694 2.94794 -4.39443 0.01 0.00 0.00 0.000
H -0.15716 -0.12026 5.41358 0.00 0.00 0.00 0.014
H -0.24126 -1.26879 -4.41943 0.00 0.00 -0.01 0.000
H 4.91599 3.76084 -2.56369 0.00 0.00 0.00 0.000
H -0.20663 -0.10704 2.94586 -0.01 -0.01 -0.02 -0.012
H 6.15325 -5.27036 0.68524 0.00 0.00 0.00 0.000
H -5.07027 -6.23702 2.80558 0.01 0.01 0.02 -0.007
H -5.03537 -5.86861 0.30368 0.00 0.00 0.00 0.016
H 4.54551 6.87330 -1.11070 0.00 0.00 0.00 0.000
H 5.82503 6.13265 -0.15912 -0.01 -0.01 0.00 0.000
H 1.42929 2.62830 2.12124 0.05 -0.04 -0.01 0.000
H 0.93042 4.23431 1.67216 0.00 -0.01 -0.02 0.000
H 5.75947 5.86657 -1.90283 -0.01 0.00 0.00 0.000
H 0.01364 3.50919 -0.91584 0.01 0.00 -0.11 0.000
H -1.12249 0.77212 -5.52887 0.01 0.00 0.00 0.000
H 3.79700 -5.91794 1.07409 0.01 0.00 0.00 0.000
H 3.48104 5.47593 1.06736 0.00 0.00 0.00 0.000
H 2.86924 1.79637 -3.41400 -0.01 -0.02 0.01 0.000
H 0.80403 -1.08972 -2.20039 -0.02 0.00 0.00 0.000
H 6.69589 -2.95986 -0.01017 0.00 0.00 0.00 0.000
H 2.38754 4.00642 2.64007 0.00 0.01 -0.01 0.000
```
Forces are in eV/Å.

The molar mass is 961.5 g mol⁻¹. Its net charge is -1. The spin multiplicity is 2. The electronic energy comes out at -3948.24837 a.u. As for the largest force on an atom: 0.706 eV Å⁻¹. As for the expectation value of S²: 0.78. The frontier orbital gap (spin up / spin down) is 4.5 / 7.7 eV.